Formula: C4H7NO2
Source: the OMol25 dataset
Level of theory: the ωB97M-V functional and the def2-TZVPD basis

XYZ file:
```
14
Properties=species:S:1:pos:R:3:forces:R:3:nbo_charge:R:1
C 0.0235 1.4507 -0.2628 0.776 1.805 -0.005 0.37
C 1.7908 0.0621 0.4394 0.601 0.464 0.577 0.14
C -1.8965 0.2314 0.1402 -1.284 -1.525 -0.799 0.06
C 1.8443 -0.5881 -0.7061 -1.361 -0.157 -2.300 -0.52
N -1.1703 1.2583 -0.5265 -0.957 -0.869 0.902 -0.44
O 0.8232 0.9481 0.7734 -1.520 1.376 -1.245 -0.52
O -1.1095 -0.7437 0.7989 -0.044 -0.641 -0.034 -0.75
H 0.3441 2.3260 -0.8418 1.431 -0.439 0.408 0.18
H 2.4402 0.1646 1.3034 0.591 -1.223 -0.373 0.20
H -2.3504 -0.3568 -0.7126 0.073 0.635 0.904 0.18
H 2.5232 -1.4091 -1.0142 -0.305 1.022 0.566 0.23
H 1.0166 -0.2868 -1.4979 1.757 -0.973 1.731 0.21
H -2.7397 0.6840 0.7110 0.723 -0.346 -0.044 0.18
H -1.0989 -0.8587 1.7574 -0.482 0.871 -0.288 0.49
```
Positions in Å, forces in eV/Å.

Calculated values
- LUMO: 0.8600 eV
- SMILES string: C=CO/C=N\CO
- E: -361.74962 Eh
- HOMO: -9.23 eV
- Frontier orbital gap: 10.1 eV
- Largest force on an atom: 2.68 eV/Å
- Energy above the lowest of the compared OMol25 structures with the same formula, charge and spin: 344.5 kJ/mol
- Total charge: 0